# 1
C12H17N | ωB97M-V/def2-TZVPD

Geometry as XYZ:
```
30
Properties=species:S:1:pos:R:3:forces:R:3:lowdin_charge:R:1
C 2.16050 2.24223 0.69956 0.04 0.20 -0.48 -0.117
C 0.66865 2.22074 0.36509 -0.38 -0.21 0.38 -0.207
C 0.33561 1.32511 -0.80327 0.30 -0.51 0.59 -0.174
C 1.29341 0.75370 -1.59560 -0.22 1.16 -0.55 -0.076
N 0.75914 -0.22080 -2.39988 0.02 0.24 0.19 0.085
C -0.56604 -0.35313 -2.07112 0.00 -0.51 -0.19 -0.219
C -1.46416 -1.32704 -2.51543 0.30 -0.16 0.02 -0.031
C -2.71014 -1.36437 -1.94960 -0.35 0.19 0.22 -0.101
C -3.07653 -0.42386 -0.96488 -0.01 0.06 -0.43 -0.099
C -2.17548 0.52034 -0.54477 0.42 0.65 0.85 -0.043
C -0.87306 0.57480 -1.06082 -0.06 -0.32 -0.51 -0.136
H 2.74367 2.85146 0.00197 -0.21 0.31 0.12 0.072
H 2.60859 1.25836 0.57187 -0.17 -0.22 0.49 0.063
H 2.29829 2.61763 1.71118 0.25 -0.03 -0.01 0.071
H 0.13212 1.83097 1.23890 0.09 -0.25 -0.05 0.093
H 0.27140 3.23868 0.32994 0.10 0.07 -0.55 0.109
H 2.26732 1.17728 -1.77720 0.27 -0.46 0.09 0.122
H 1.24148 -0.68580 -3.14458 -0.03 -0.08 0.00 0.150
H -1.15008 -2.08210 -3.22714 -0.04 0.08 -0.07 0.107
H -3.41421 -2.13166 -2.23834 -0.05 0.00 -0.09 0.097
H -4.08992 -0.39741 -0.58813 0.04 -0.18 0.15 0.097
H -2.40920 1.20951 0.26220 -0.30 -0.01 -0.13 0.111
C 0.81452 -2.25579 2.83972 0.09 0.47 0.49 -0.162
C 0.44775 -0.99581 2.08724 -0.51 0.55 -0.33 -0.171
H 1.87231 -2.27733 2.96444 1.08 -0.19 -0.11 0.047
H 0.47428 -2.24524 3.87604 -0.55 -0.18 -0.15 0.065
H 0.53163 -3.16805 2.32257 -0.25 -0.01 0.06 0.067
H 0.98835 -0.90936 1.14736 -0.02 -0.15 -0.20 0.060
H -0.61361 -0.93291 1.86134 -0.20 -0.25 -0.21 0.061
H 0.63341 -0.05016 2.60135 0.35 -0.26 0.42 0.061
```
Positions in Å, forces in eV/Å.

HOMO-LUMO gap in Eh: 0.3217
LUMO level in eV: 0.91
Total charge: 0
2S+1: 1

---

# 2
C12H17N | ωB97M-V/def2-TZVPD

Geometry as XYZ:
```
30
Properties=species:S:1:pos:R:3:forces:R:3:lowdin_charge:R:1
C 1.43840 3.30152 -0.60166 0.95 0.58 0.04 -0.171
C 2.51327 3.08869 0.47265 -1.29 -0.83 0.38 -0.159
H 0.51731 2.75120 -0.46066 0.00 -0.13 0.40 0.024
H 1.19581 4.36318 -0.54177 -0.22 -0.02 -0.50 0.071
H 1.84547 3.04755 -1.58257 -0.21 0.23 -0.09 0.071
H 2.85171 2.04987 0.51073 0.34 0.16 -0.24 0.058
H 2.01012 3.23106 1.43354 0.40 0.32 0.14 0.061
H 3.33112 3.78931 0.35499 0.14 -0.09 0.06 0.067
C -1.95130 0.24882 -1.36186 -1.17 0.08 1.34 -0.152
C -0.56423 0.59537 -1.92833 -0.01 -0.76 0.10 -0.048
C -1.81813 -0.47008 -0.03191 0.71 0.43 -1.28 -0.077
C -1.93775 0.10662 1.25318 0.58 -0.34 1.36 0.070
C -1.07809 -1.66603 0.12599 -0.33 -0.56 1.24 -0.130
C -0.67939 -1.70936 1.47765 2.22 0.21 0.51 -0.167
C -0.61471 -2.69653 -0.72108 0.48 1.58 -0.72 0.034
C 0.40719 -2.46014 1.93524 -2.06 0.23 -1.06 0.055
C 0.42530 -3.51755 -0.30507 -2.60 -0.01 0.00 -0.031
C 0.85170 -3.42644 1.02149 1.92 -0.07 -0.14 -0.014
N -1.14144 -0.54565 2.13820 -2.09 -0.15 -1.04 0.143
H -2.54509 1.15867 -1.23414 0.15 0.02 0.19 0.119
H -2.62523 -0.36345 -1.97066 0.66 -0.16 -0.49 0.127
H -0.15626 1.53929 -1.59453 -0.67 0.44 -0.36 0.033
H -2.60508 0.86763 1.62905 0.13 0.31 -0.36 0.155
H -1.39905 -0.55836 3.11540 0.36 0.18 0.20 0.176
H -0.95292 -2.60761 -1.74928 0.05 -0.67 -0.01 0.134
H 0.75676 -2.22166 2.92547 0.55 -0.54 0.07 0.128
H 0.61327 -4.33700 -0.98395 0.94 0.00 0.25 0.123
H 1.75401 -4.00309 1.21082 -0.32 -0.15 0.59 0.125
H -0.64863 0.51164 -3.00570 0.50 0.25 -0.14 0.091
H 0.20587 -0.06747 -1.53122 -0.15 -0.53 -0.45 0.082
```
Positions in Å, forces in eV/Å.

Expectation value of S²: 0.776
HOMO-LUMO gap (spin up / spin down) in Eh: 0.3378 / 0.2440
LUMO level (spin up / spin down) in eV: -3.84 / -6.95
Total charge: +1
2S+1: 2

---

# 3
C12H17N | ωB97M-V/def2-TZVPD

Geometry as XYZ:
```
30
Properties=species:S:1:pos:R:3:forces:R:3:lowdin_charge:R:1
C -0.78062 -1.61284 2.42567 1.06 -2.24 -0.66 0.021
C -1.02096 -1.02957 -0.11774 -0.65 1.17 -2.81 -0.147
C -0.33594 -1.58803 0.97418 -1.17 -0.27 1.47 -0.129
C -0.20531 -1.04061 -1.23308 0.35 1.88 -2.19 -0.182
C 0.88494 -2.06218 0.42910 2.10 -0.62 -2.11 0.053
C -2.19394 -0.37794 -0.51882 -3.36 1.05 2.53 0.031
C -0.43050 -0.32413 -2.48202 4.85 -3.55 2.52 0.028
C -2.48858 0.28429 -1.70863 0.27 -0.87 0.87 -0.028
C -1.51292 0.38445 -2.68615 -4.00 1.05 -0.94 -0.055
N 0.99460 -1.62944 -0.87465 -0.59 -1.93 1.03 0.141
H -3.04089 -0.30465 0.18569 0.47 -0.38 -0.15 0.135
H -0.94131 -2.70005 2.77744 0.48 1.57 -0.49 0.138
H -1.66769 -1.08395 2.65866 -0.93 0.59 -0.33 0.074
H 1.71468 -2.75226 0.74997 -1.29 1.00 0.30 0.178
H 1.41158 -2.18177 -1.61959 0.94 0.15 0.51 0.186
H 0.38011 -0.44104 -3.18275 0.05 0.27 -0.37 0.128
H -3.51953 0.54892 -1.88490 0.09 0.50 0.11 0.123
H -1.82108 0.82609 -3.62862 0.64 0.18 0.02 0.138
H 0.02096 -1.15690 2.98823 0.29 -0.13 0.47 0.092
C 0.95942 1.37133 0.95667 2.89 -1.19 -0.80 -0.231
C 0.31083 2.61855 0.35586 4.17 -0.36 4.27 -0.060
C 2.49088 0.99549 0.46631 -1.96 -0.04 4.27 -0.058
H 1.12966 1.56770 1.98354 -0.23 0.03 1.26 0.082
H 0.51832 0.37312 0.88321 -0.77 0.96 -0.01 0.037
H -0.45784 2.91770 0.97914 -1.81 0.68 1.07 0.054
H 0.01697 2.47767 -0.56342 -1.48 -0.37 -5.07 0.003
H 2.59047 1.09718 -0.52692 0.69 1.01 -3.59 0.013
H 3.22263 1.52812 1.10954 -0.33 -0.12 -0.91 0.086
H 1.12619 3.37185 0.47687 -0.81 -0.17 -0.62 0.111
H 2.64487 -0.07709 0.62720 0.04 0.16 0.36 0.038
```
Positions in Å, forces in eV/Å.

Expectation value of S²: 0.768
HOMO-LUMO gap (spin up / spin down) in Eh: 0.3421 / 0.2097
LUMO level (spin up / spin down) in eV: -3.79 / -7.35
Total charge: +1
2S+1: 2

---

# 4
C12H17N3O3P2 | ωB97M-V/def2-TZVPD

Geometry as XYZ:
```
37
Properties=species:S:1:pos:R:3:forces:R:3:lowdin_charge:R:1
C 0.25116 0.50751 -1.70501 0.23 0.05 0.00 -0.072
C -0.03795 -0.67509 -0.82513 -0.03 -0.04 0.12 -0.243
C -1.10483 -0.62593 0.12297 0.07 -0.15 -0.11 -0.294
P -2.31292 0.74292 0.33448 -0.47 0.39 0.62 0.847
C -2.82813 1.12733 -1.40696 0.36 -0.42 -0.27 -0.287
O -1.33352 1.95942 0.72562 -0.53 -0.57 -0.30 -0.355
C -1.29268 -1.67705 0.99313 -0.06 0.15 -0.22 -0.051
C -0.49021 -2.83445 0.95191 0.26 -0.04 -0.08 -0.221
N -0.72142 -3.84342 1.83228 0.17 -0.09 -0.11 0.108
C 0.07016 -4.89004 1.73320 0.07 0.05 -0.17 -0.158
C 1.09599 -4.97460 0.77348 -0.12 0.14 0.12 -0.152
N 1.34972 -4.00760 -0.08558 -0.19 -0.16 0.09 0.078
C 0.55293 -2.91255 -0.01918 -0.13 0.07 0.15 -0.220
C 0.75666 -1.80859 -0.90554 0.03 -0.18 0.19 -0.261
P 2.05693 -1.86878 -2.14465 -0.28 0.20 -0.78 0.716
N 1.60128 -1.77357 -3.65537 0.19 -0.04 0.24 -0.331
H 1.30795 0.78038 -1.61507 -0.04 0.01 0.01 0.079
H -0.30986 1.38378 -1.40355 0.00 0.00 0.03 0.051
H 0.08086 0.26483 -2.75708 -0.10 0.03 0.08 0.076
H -3.90898 1.25767 -1.43941 0.02 0.10 0.01 0.009
H -2.55529 0.29886 -2.06803 -0.14 0.00 -0.05 0.026
H -2.32025 2.01777 -1.77777 -0.12 0.10 0.11 0.035
H -1.76618 2.67854 1.28313 1.01 1.07 0.12 0.035
H -2.08631 -1.63344 1.73042 0.02 -0.02 -0.03 0.089
H -0.08719 -5.71390 2.42530 -0.03 0.06 -0.02 0.088
H 1.71665 -5.86556 0.72832 0.02 0.05 -0.02 0.088
H 2.72365 -3.05985 -1.86765 0.13 0.00 0.28 -0.020
H 2.94386 -0.85290 -1.73472 0.13 -0.13 0.14 0.008
H 2.00203 -0.96985 -4.12207 -0.11 0.02 -0.05 -0.062
O 2.41244 4.83715 2.04727 0.19 0.02 0.03 -0.401
C 1.15415 5.10275 1.67539 -0.51 -0.24 0.14 -0.560
C 0.01743 4.13829 2.30200 0.79 0.17 -0.05 -0.507
O -1.24580 4.40588 1.89116 -0.78 -0.77 -0.09 -0.385
H 0.95178 5.02195 0.57313 0.06 -0.03 -0.07 0.061
H 0.77886 6.12504 1.95656 0.05 0.06 0.02 0.059
H 0.20061 4.22134 3.40383 -0.20 0.11 0.03 0.067
H 0.37640 3.11574 2.04919 0.04 0.02 -0.10 0.061
```
Positions in Å, forces in eV/Å.

HOMO-LUMO gap in Eh: 0.0701
LUMO level in eV: 3.50
Total charge: -2
2S+1: 1

---

# 5
C12H17N3O3PReTe | ωB97M-V/def2-TZVPD

Geometry as XYZ:
```
38
Properties=species:S:1:pos:R:3:forces:R:3:lowdin_charge:R:1
Re 0.00000 0.00000 0.00000 0.38 -1.95 0.97 1.526
C -1.16580 1.06490 2.19900 -0.08 -0.39 0.68 -0.086
C 0.16660 1.42020 2.26520 0.15 -0.40 1.00 -0.092
C 0.71950 2.20310 1.27460 0.72 0.27 -0.15 -0.120
C -0.06460 2.63010 0.21910 0.39 0.48 -0.84 -0.110
C -1.40180 2.29310 0.16050 -0.54 0.35 -0.71 -0.118
C -1.95360 1.50990 1.15340 -0.70 -0.27 -0.16 -0.093
H -1.58570 0.42030 2.95080 -0.11 -0.10 0.19 0.137
H 0.77930 1.07270 3.08210 0.08 -0.05 0.10 0.140
H 1.76170 2.47480 1.32260 0.13 0.00 -0.05 0.136
H 0.37470 3.21390 -0.57290 0.07 0.17 -0.09 0.138
H -2.01190 2.63310 -0.66140 -0.04 0.00 -0.10 0.118
H -2.99540 1.22880 1.10340 -0.03 -0.08 -0.06 0.140
C 0.34380 -4.40880 -2.31950 -0.05 -0.40 -0.17 -0.058
C 0.39290 -3.12220 -1.50540 1.48 -1.88 0.35 -0.406
O -0.18050 -2.06120 -2.23940 -3.93 1.07 1.74 -0.353
P -1.78720 -1.71270 -1.63320 0.65 -1.97 -0.19 0.288
O -1.58100 -1.14910 0.00000 0.23 -1.22 -3.06 -0.640
Te -2.78290 -0.14100 -2.90910 0.10 0.72 -0.14 0.617
O -2.69080 -3.22070 -1.65680 3.25 3.50 0.07 -0.286
C -3.26460 -3.47870 -0.39620 -1.24 -1.21 1.79 -0.351
C -4.54630 -2.67420 -0.18920 -0.14 0.13 0.17 -0.085
H 0.84220 -5.22640 -1.75720 -0.28 0.47 -0.37 0.096
H 0.86920 -4.26540 -3.28730 -0.33 -0.10 0.61 0.097
H -0.70730 -4.70200 -2.51880 0.64 0.15 0.09 0.081
H 1.45430 -2.86530 -1.30500 -0.50 0.00 -0.17 0.118
H -0.07240 -3.28840 -0.50700 -0.04 0.11 -0.54 0.097
H -2.54220 -3.33250 0.43530 -0.37 0.04 -0.51 0.107
H -3.52960 -4.55650 -0.36610 0.29 0.54 -0.27 0.136
H -4.33240 -1.58570 -0.18070 -0.22 -0.53 -0.01 0.047
H -5.00520 -2.95030 0.78340 0.23 0.17 -0.58 0.093
H -5.26790 -2.89560 -1.00370 0.44 0.20 0.51 0.097
N 5.68680 0.02480 2.24890 -0.44 0.01 -1.08 0.106
C 5.18600 0.01320 1.20130 -1.38 -0.02 -1.88 -0.356
N 4.60290 -0.00140 -0.13080 -5.33 0.07 2.86 0.058
C 3.15200 -0.00040 -0.03280 8.45 -0.25 0.34 -0.191
N 1.99120 0.00000 0.00000 -1.72 0.50 -0.73 -0.079
H 0.53300 -1.64030 0.00000 -0.22 1.89 0.37 0.051
```
Positions in Å, forces in eV/Å.

Expectation value of S²: 3.787
HOMO-LUMO gap (spin up / spin down) in Eh: 0.2153 / 0.1985
LUMO level (spin up / spin down) in eV: -6.06 / -6.33
Total charge: +1
2S+1: 4

---

# 6
C12H17P | ωB97M-V/def2-TZVPD

Geometry as XYZ:
```
30
Properties=species:S:1:pos:R:3:forces:R:3:lowdin_charge:R:1
C 2.71382 0.34280 -0.24157 -0.48 -0.83 1.51 -0.109
C 1.33702 -0.33943 -0.00102 1.68 1.34 -0.38 -0.617
C 1.61243 -1.73415 -0.51074 -0.29 -0.15 -1.95 -0.062
C 1.11396 -0.25330 1.49835 -1.84 -0.36 0.86 -0.060
C 0.29775 0.48596 -0.79201 0.69 0.59 -1.81 -0.388
P 0.39381 2.31584 -0.34511 -0.07 0.36 -0.78 0.982
C -1.28422 2.36131 0.45147 4.48 -4.20 3.30 -0.342
C -1.94723 1.09475 0.14798 -1.39 -0.30 -0.16 -0.236
C -3.30316 0.78382 0.39425 1.50 -0.70 -0.25 -0.041
C -3.82661 -0.44681 0.08780 0.03 -1.48 -0.67 -0.064
C -2.99936 -1.34401 -0.67820 -0.23 3.49 1.40 -0.039
C -1.72890 -0.93172 -1.04694 -2.64 0.30 2.51 -0.038
C -1.15360 0.18114 -0.50271 0.56 0.09 -1.25 -0.237
H 3.42422 -0.23978 0.31928 0.57 -0.63 0.00 0.076
H 2.82968 1.29824 0.23493 -0.23 0.87 -0.55 0.045
H 2.92740 0.22642 -1.27353 0.52 0.66 -1.00 0.070
H 2.08484 -1.88524 -1.54954 -0.28 0.93 1.54 0.124
H 2.14332 -2.31071 0.19444 0.93 -0.55 0.83 0.072
H 0.70606 -2.22583 -0.64672 -1.88 -1.19 -0.02 0.040
H 1.96306 -0.59603 2.03853 0.85 -0.72 0.34 0.068
H 0.20510 -0.75753 1.96950 0.97 0.43 -1.03 0.117
H 1.06230 0.78471 1.81288 -0.24 0.42 -0.14 0.061
H 0.62468 0.43135 -1.97324 -1.11 -0.10 2.81 0.173
H -0.05900 2.70447 -1.64543 0.08 0.10 0.26 -0.044
H -1.68160 3.22586 0.33115 -3.32 5.42 -1.57 0.002
H -1.01766 2.45355 1.55469 -0.36 -0.54 -0.81 0.103
H -3.92826 1.46476 0.86680 -0.88 1.38 0.86 0.088
H -4.88227 -0.68601 0.41909 1.44 0.11 -0.66 0.120
H -3.35315 -2.23578 -1.01382 -1.10 -2.41 -0.89 0.064
H -1.18795 -1.49628 -1.66661 2.04 -2.33 -2.30 0.071
```
Positions in Å, forces in eV/Å.

HOMO-LUMO gap in Eh: 0.3513
LUMO level in eV: 0.82
Total charge: 0
2S+1: 1